Record 1
Below is a molecular structure, C49H56Cl3FN5OSi2Tl, with properties calculated with ωB97M-V/def2-TZVPD.

Summary:
LUMO level = 0.145 Eh
Charge = -2
Energy = -121958.982 eV
Gap between HOMO and LUMO = 5.2 eV
HOMO energy = -1.2 eV
Relative energy (zero: lowest compared OMol25 entry of this formula, charge and spin) = 0.0 kcal/mol

Cartesian coordinates (Å):
Tl1 -0.09224 -0.09505 -0.19474
C1 -2.89397 -0.68821 3.87930
C2 -3.39698 0.09058 2.66232
C3 -4.92896 0.01961 2.64363
C4 -2.89111 1.51784 2.60285
C5 -2.98077 2.31550 3.73834
C6 -2.63968 3.65564 3.70051
C7 -2.18180 4.20161 2.51369
C8 -2.03208 3.43263 1.36313
C9 -1.49495 4.09233 0.09947
C10 -2.60592 4.46835 -0.89106
C11 -0.68990 5.36224 0.38401
C12 -2.38807 2.06281 1.39787
N1 -2.25971 1.24697 0.24638
C13 -3.39417 1.12585 -0.49166
C14 -4.62476 1.77826 -0.21307
C15 -5.75817 1.62787 -0.99828
C16 -5.75655 0.81324 -2.11962
C17 -4.57002 0.15048 -2.43184
C18 -3.45827 0.31226 -1.64653
F1 -2.33870 -0.35487 -2.01066
H1 -3.10072 -1.75346 3.74844
H2 -3.39970 -0.36554 4.79520
H3 -1.82150 -0.56726 4.02717
H4 -3.03601 -0.39877 1.76307
H5 -5.34166 0.54926 3.50977
H6 -5.25177 -1.02421 2.69399
H7 -5.34691 0.45517 1.73981
H8 -3.35189 1.88323 4.66222
H9 -2.71528 4.26888 4.59145
H10 -1.89552 5.24550 2.49395
H11 -0.85086 3.36036 -0.39638
H12 -3.37164 5.06671 -0.38683
H13 -3.08820 3.60106 -1.32960
H14 -2.18492 5.07179 -1.70138
H15 0.00566 5.24283 1.21292
H16 -1.36085 6.19873 0.60938
H17 -0.11288 5.63376 -0.50062
H18 -4.66833 2.43156 0.64900
H19 -6.65973 2.16314 -0.71812
H20 -6.63953 0.68813 -2.73272
H21 -4.49122 -0.51083 -3.28614
C19 0.56715 0.80870 -2.15727
Si1 2.04538 0.05833 -2.93940
C20 2.58071 -1.60106 -2.21209
N2 2.68669 -1.70280 -0.76481
C21 2.67881 -3.11268 -0.35244
C22 3.48429 -3.32826 0.92033
C23 4.96411 -2.98955 0.69009
C24 5.10817 -1.73697 -0.20032
C25 3.79606 -0.95680 -0.18412
C26 3.49758 1.26493 -3.09955
C27 3.23910 2.59236 -3.45193
C28 4.26421 3.50522 -3.64707
C29 5.58565 3.10874 -3.49177
C30 5.86910 1.79500 -3.15002
C31 4.83373 0.88789 -2.96154
C32 1.63248 -0.35026 -4.75484
C33 2.11588 -1.48383 -5.41251
C34 1.81608 -1.73574 -6.74596
C35 1.02044 -0.85076 -7.45901
C36 0.52424 0.28156 -6.82671
C37 0.82680 0.52080 -5.49350
H22 -0.32332 0.52204 -2.71909
H23 0.59945 1.89128 -2.03359
H24 3.49745 -1.97412 -2.71624
H25 1.76965 -2.27413 -2.51573
H26 3.13187 -3.73657 -1.14556
H27 1.63522 -3.42057 -0.24763
H28 3.37447 -4.36589 1.24489
H29 3.07770 -2.70690 1.72064
H30 5.46068 -3.84308 0.21797
H31 5.45978 -2.83002 1.65128
H32 5.34471 -2.02814 -1.22915
H33 5.92518 -1.09771 0.14310
H34 3.88811 -0.00276 -0.70053
H35 3.55072 -0.70620 0.84844
H36 2.21196 2.92743 -3.55057
H37 4.03137 4.53320 -3.89875
H38 6.38905 3.82384 -3.62473
H39 6.89659 1.47625 -3.01747
H40 5.08018 -0.13496 -2.69766
H41 2.73653 -2.19305 -4.87609
H42 2.19938 -2.62883 -7.22659
H43 0.78034 -1.04662 -8.49760
H44 -0.10866 0.97361 -7.37019
H45 0.41167 1.39819 -5.00749
N3 0.81627 -1.82198 7.41722
C38 0.94599 -2.65417 6.34135
O1 1.17820 -3.83936 6.47943
C39 0.79629 -2.01179 4.99070
C40 0.80391 -0.63562 4.80074
C41 0.61759 -0.14010 3.51980
N4 0.44386 -0.92978 2.46563
C42 0.44152 -2.24748 2.64129
C43 0.61844 -2.83289 3.88747
H46 0.77042 -2.27014 8.31573
H47 0.37652 -0.92545 7.31559
H48 0.96847 0.06866 5.60598
H49 0.60474 0.92829 3.34100
H50 0.27776 -2.83553 1.74215
H51 0.60600 -3.90677 4.00944
Cl1 4.00323 1.84845 1.84921
Si2 1.94408 2.13018 1.18394
Cl2 1.38450 3.41004 2.86229
Cl3 2.34888 3.61053 -0.31018
N5 -0.38387 -2.13918 -0.61742
C44 -1.35252 -2.93303 -0.17443
C45 -1.66037 -4.11888 -0.93219
C46 -2.60953 -5.02928 -0.52397
C47 -3.34003 -4.86082 0.65793
C48 -3.06396 -3.72699 1.41737
C49 -2.11074 -2.80354 1.02969
H52 -1.11890 -4.26470 -1.86074
H53 -2.79945 -5.89860 -1.14889
H54 -4.09392 -5.57588 0.96286
H55 -3.60712 -3.55707 2.34416
H56 -1.90275 -1.94422 1.65096

Forces on atoms 1 to 2 (eV/Å):
-0.29 -0.38 -0.42
0.05 -0.01 0.00

---

Record 2
Below is a molecular structure, C52H32I4IrN6Se at a distorted geometry, with properties calculated with ωB97M-V/def2-TZVPD.

Summary:
LUMO level (spin up / spin down) = -0.165 / -0.165 Eh
Charge = +1
Energy = -163969.557 eV
Gap between HOMO and LUMO (spin up / spin down) = 5.1 / 5.1 eV
HOMO energy (spin up / spin down) = -9.6 / -9.6 eV

Cartesian coordinates (Å):
Ir1 -0.79250 -0.22305 -0.73741
I1 8.04880 0.04903 -4.91322
C1 6.15775 0.17063 -3.99094
C2 5.10436 -0.59312 -4.46786
C3 3.88424 -0.56350 -3.81130
C4 3.70600 0.22631 -2.67874
C5 4.76166 1.01753 -2.24031
C6 5.98507 0.99575 -2.89152
C7 2.39924 0.18854 -1.96704
C8 2.19864 -0.81308 -1.02532
C9 3.24257 -1.63649 -0.48384
C10 2.67437 -2.44533 0.44130
C11 1.25507 -2.18836 0.41279
C12 0.27816 -2.97047 1.03503
C13 0.70803 -4.17568 1.77895
C14 1.54025 -5.11347 1.16243
C15 1.93165 -6.26380 1.82327
C16 1.49217 -6.49109 3.11821
I2 2.06139 -8.25669 4.11398
C17 0.66047 -5.57892 3.74886
C18 0.27207 -4.42992 3.08032
C19 -1.11112 -2.75995 0.89952
N1 -1.70351 -1.67121 0.31327
C20 -3.05391 -1.82219 0.48636
C21 -4.04181 -0.87750 0.13001
C22 -5.39191 -1.09317 0.69308
C23 -6.53035 -1.12955 -0.11249
C24 -7.77718 -1.37449 0.43837
C25 -7.90002 -1.55848 1.80695
I3 -9.78083 -1.99643 2.63980
C26 -6.78697 -1.48601 2.63126
C27 -5.54073 -1.26773 2.07155
C28 -3.79925 0.27971 -0.60716
C29 -4.75727 1.34037 -0.78848
C30 -4.10689 2.37404 -1.36359
C31 -2.74147 1.95994 -1.56003
N2 -2.58935 0.67195 -1.11389
C32 -1.71847 2.79378 -2.00086
C33 -0.38140 2.38380 -2.21508
C34 0.59251 3.14043 -2.92602
C35 1.72477 2.37437 -2.98525
C36 1.44833 1.17193 -2.27884
N3 0.15104 1.18516 -1.82777
C37 -1.97249 4.24103 -2.17088
C38 -1.20127 5.12791 -1.41412
C39 -1.36965 6.49637 -1.52371
C40 -2.30848 6.99522 -2.41469
I4 -2.50686 9.07370 -2.65396
C41 -3.09206 6.13385 -3.16636
C42 -2.92822 4.76308 -3.03996
C43 -3.32171 -3.06955 1.11449
C44 -2.11454 -3.65649 1.36523
N4 1.00618 -1.13933 -0.43197
H1 5.23734 -1.21744 -5.33996
H2 3.06578 -1.16752 -4.18075
H3 4.63192 1.64414 -1.36961
H4 6.79891 1.61258 -2.53658
H5 4.27928 -1.57887 -0.76891
H6 3.17046 -3.15462 1.07904
H7 1.85923 -4.94894 0.14270
H8 2.56920 -6.97969 1.32474
H9 0.31231 -5.76379 4.75535
H10 -0.36173 -3.71317 3.58704
H11 -6.43251 -1.01209 -1.18410
H12 -8.64800 -1.42678 -0.19961
H13 -6.88670 -1.59860 3.70167
H14 -4.66846 -1.20936 2.70928
H15 -5.78112 1.30556 -0.46353
H16 -4.50880 3.34028 -1.60818
H17 0.44904 4.11410 -3.35909
H18 2.66078 2.62294 -3.45486
H19 -0.48339 4.73129 -0.70799
H20 -0.77317 7.16244 -0.91673
H21 -3.82594 6.52577 -3.85663
H22 -3.51975 4.09606 -3.65377
H23 -4.29234 -3.47343 1.33970
H24 -1.94846 -4.62281 1.80521
C45 1.06691 -0.53621 3.55002
N5 1.62537 0.38980 2.58753
C46 0.93745 1.13211 1.70606
Se1 -0.90529 1.28931 1.55915
N6 1.81202 1.86834 0.99758
C47 3.09763 1.61351 1.43289
C48 4.32598 2.14352 1.06924
C49 5.43337 1.68199 1.75484
C50 5.31569 0.72456 2.76731
C51 4.09159 0.20180 3.13703
C52 2.97763 0.66558 2.45184
H25 0.00067 -0.63949 3.36488
H26 1.22092 -0.15515 4.56003
H27 1.55109 -1.50743 3.44741
H28 1.55346 2.48710 0.24319
H29 4.40525 2.90054 0.30187
H30 6.41078 2.07322 1.51167
H31 6.20825 0.39108 3.27607
H32 4.00279 -0.52156 3.93450

Forces on atoms 1 to 2 (eV/Å):
0.05 1.78 2.79
-0.38 0.06 0.14

---

Record 3
Below is C5H9P in the gas phase at a distorted geometry, with properties calculated with ωB97M-V/def2-TZVPD.

Summary:
LUMO level = 0.037 Eh
Charge = 0
Energy = -14618.320 eV
Gap between HOMO and LUMO = 9.4 eV
HOMO energy = -8.4 eV
Relative energy (zero: lowest compared OMol25 entry of this formula, charge and spin) = 0.0 kcal/mol

Cartesian coordinates (Å):
C1 0.00291 -1.05515 -0.00537
C2 -0.53651 0.14892 -0.07355
C3 1.42325 -1.14059 -0.21790
C4 0.46818 1.23979 -0.41596
C5 -1.93745 0.37035 0.24599
P1 2.08577 0.45601 0.25359
H1 -0.66454 -1.88373 0.17946
H2 1.82805 -1.90510 0.45486
H3 1.67801 -1.25696 -1.30434
H4 0.70668 1.32498 -1.53699
H5 0.34942 2.25158 -0.06089
H6 -2.25259 1.27288 0.70297
H7 -2.23976 -0.54389 0.83767
H8 -2.57586 0.35436 -0.72476
H9 1.66445 0.36654 1.66521

Forces on atoms 1 to 2 (eV/Å):
-1.99 0.14 -0.06
1.03 1.35 -0.01